# C6H9N2O2

2 unconnected molecules or ions with the total composition C6H9N2O2 in a non-equilibrium geometry (ωB97M-V with the def2-TZVPD basis set, the OMol25 dataset).

Results
- Energy relative to the best compared isomer or geometry (same formula, charge and spin): 8.9 kcal/mol
- E: -494.1086 Ha
- Maximum force: 1.811 eV/A
- E_HOMO: -4.8 eV
- Net charge: -1
- Orbital gap: 8.52 eV

XYZ file:
```
19
Properties=species:S:1:pos:R:3:forces:R:3:nbo_charge:R:1
O -1.913 -0.780 -1.174 -0.1 0.1 -0.2 -0.807
O -2.470 1.392 -1.164 -0.1 0.0 0.0 -0.757
N 1.777 -0.811 1.384 0.5 -0.5 -0.1 -0.516
N 0.529 -0.397 -0.389 -0.9 0.9 -0.2 -0.516
C 0.652 -1.096 0.750 0.4 0.4 0.6 0.156
C 1.608 0.431 -0.467 0.4 -0.4 0.4 -0.126
C -2.706 0.189 -0.968 0.3 -0.3 0.2 0.769
C -4.075 -0.199 -0.410 -0.9 1.6 -0.1 -0.734
C 3.805 0.573 0.870 0.1 -0.5 -0.7 -0.630
C 2.416 0.100 0.595 -0.2 0.6 -0.3 0.061
H 1.678 1.244 -1.161 0.0 -0.1 -0.4 0.202
H 3.976 1.621 0.616 -0.2 0.1 0.5 0.203
H -4.797 -0.075 -1.231 0.1 -0.8 0.0 0.208
H 4.068 0.281 1.873 0.1 0.4 0.6 0.218
H -0.101 -1.699 1.219 -0.3 -0.2 -0.5 0.191
H 4.515 0.037 0.233 0.0 -0.2 -0.1 0.197
H -4.133 -1.146 0.115 0.0 -0.2 -0.3 0.203
H -4.444 0.617 0.234 0.4 -0.3 0.2 0.204
H -0.385 -0.282 -0.924 0.2 -0.7 0.4 0.476
```
Forces are in eV/Å.

=====

# C5H20N6O5

5 unconnected molecules or ions with the total composition C5H20N6O5 in a non-equilibrium geometry (ωB97M-V with the def2-TZVPD basis set, the OMol25 dataset).

Results
- Energy relative to the best compared isomer or geometry (same formula, charge and spin): 92.3 kcal/mol
- E: -907.1868 Ha
- Maximum force: 11.708 eV/A
- SMILES: NC(N)=O.NC(N)=O.NC(N)=O.CO.CO
- E_HOMO: -9.2 eV
- Net charge: 0
- Orbital gap: 9.25 eV

XYZ file:
```
36
Properties=species:S:1:pos:R:3:forces:R:3:nbo_charge:R:1
O -2.879 -0.719 1.458 4.1 3.9 3.6 -0.771
O -0.450 1.903 -2.135 -5.1 1.2 3.1 -0.752
O -2.083 -1.539 -0.847 0.7 0.4 -0.1 -0.783
O 2.096 -1.034 2.012 0.0 4.4 -4.2 -0.785
O 3.417 -1.072 -1.933 0.3 1.2 2.3 -0.738
N -2.460 1.226 -1.138 -1.4 -1.1 0.3 -0.856
N 3.336 0.209 0.594 8.9 -0.3 -2.7 -0.802
N -1.420 -0.036 3.228 0.7 -1.3 4.1 -0.782
N 1.299 0.843 0.775 -4.3 1.6 -1.5 -0.841
N -2.060 3.392 -1.390 -1.8 5.5 1.5 -0.816
N -1.395 1.092 1.412 1.1 3.5 -1.4 -0.838
C 2.983 -2.384 -2.044 -1.8 0.3 -3.6 -0.234
C -1.650 2.180 -1.538 5.9 -2.6 -3.8 0.728
C 2.222 -0.013 1.072 -4.7 -6.6 8.5 0.735
C -0.826 -2.089 -0.394 -1.3 0.1 -0.4 -0.256
C -1.920 0.098 2.051 -6.3 -5.5 -3.2 0.779
H -1.823 -0.683 3.929 0.7 0.6 -1.0 0.431
H -1.783 1.373 0.545 -0.5 -0.5 -1.1 0.423
H 3.344 -2.854 -3.016 -0.6 0.8 1.0 0.171
H -1.361 4.134 -1.549 -0.9 -0.7 0.0 0.423
H 4.115 -0.420 0.893 -1.1 1.0 -0.4 0.433
H -0.384 -1.642 0.504 -0.4 0.0 0.0 0.171
H 1.436 1.276 -0.162 -0.8 -0.2 1.0 0.405
H 3.310 -2.990 -1.309 1.4 -2.0 2.7 0.157
H -0.546 0.468 3.430 -0.8 -0.7 0.2 0.414
H 1.881 -2.389 -1.971 0.2 -0.4 -0.5 0.154
H -0.152 -1.950 -1.209 0.6 -0.1 -0.5 0.177
H -2.985 3.683 -0.911 2.4 -0.9 -1.3 0.398
H 3.237 -0.846 -0.958 0.5 -0.2 -2.4 0.465
H -1.081 -3.123 -0.252 0.8 -0.7 0.4 0.177
H 3.558 0.975 -0.023 0.0 0.0 0.1 0.407
H -2.081 0.303 -1.377 -1.0 -0.5 0.5 0.475
H -3.399 1.415 -0.703 1.6 -0.7 -1.0 0.409
H -2.577 -1.343 -0.031 -0.1 0.1 0.1 0.503
H -1.172 1.922 1.934 0.4 0.0 0.5 0.392
H 0.269 0.650 1.055 2.5 0.4 -0.9 0.424
```
Forces are in eV/Å.

=====

# C8H24O4

4 unconnected molecules or ions with the total composition C8H24O4 in a non-equilibrium geometry (ωB97M-V with the def2-TZVPD basis set, the OMol25 dataset).

Results
- Energy relative to the best compared isomer or geometry (same formula, charge and spin): 38.1 kcal/mol
- E: -619.7271 Ha
- Maximum force: 3.357 eV/A
- Spin multiplicity: 2
- E_HOMO (spin up / spin down): -12.7 / -12.7 eV
- Net charge: +1
- Orbital gap (spin up / spin down): 10.10 / 2.99 eV

XYZ file:
```
36
Properties=species:S:1:pos:R:3:forces:R:3:nbo_charge:R:1
O -2.430 1.698 -2.542 -0.8 0.7 -0.6 -0.388
O 2.520 -1.521 2.104 0.0 0.0 -2.7 -0.740
O -1.842 -1.331 0.294 0.7 0.6 -0.9 -0.740
O 0.013 0.687 -1.142 -2.8 1.8 0.2 -0.545
C 1.178 0.037 -1.257 2.8 -0.1 -1.0 -0.095
C -2.297 -0.867 1.543 0.4 0.2 2.7 -0.067
C 2.216 0.030 3.870 1.5 -1.3 0.4 -0.632
C -2.161 2.646 -3.571 -0.3 -1.1 -0.5 -0.099
C -1.111 -0.803 2.614 -1.3 -0.9 -1.9 -0.633
C -0.909 2.147 -4.273 1.4 0.2 -0.2 -0.628
C 0.936 -1.239 -2.087 0.1 -0.7 1.1 -0.639
C 2.690 -1.434 3.457 -1.4 1.9 2.0 -0.052
H 2.719 -2.408 1.796 0.1 -0.1 0.0 0.473
H 1.876 0.790 -1.622 0.2 -0.4 -0.8 0.200
H -1.625 1.524 -2.049 1.0 0.1 0.6 0.501
H -0.973 1.130 -4.660 -0.5 0.2 -0.2 0.237
H 1.805 -1.870 -2.272 0.4 0.7 -0.5 0.257
H -3.005 2.664 -4.261 -0.1 -0.2 0.3 0.224
H 3.059 0.705 3.721 -0.2 0.2 -0.7 0.211
H 3.725 -1.579 3.769 0.0 -0.2 0.1 0.167
H -2.025 3.666 -3.212 0.3 0.1 0.6 0.249
H -2.534 -1.031 -0.300 -0.1 -0.5 -0.5 0.474
H -3.054 -1.563 1.905 -0.1 0.0 0.1 0.175
H -2.779 0.104 1.429 0.1 0.2 0.1 0.156
H 1.590 -0.111 -0.258 0.0 -0.9 0.5 0.256
H -0.564 0.117 -0.628 -1.0 -0.8 0.7 0.508
H 0.390 -1.942 -1.459 -0.6 0.2 0.1 0.238
H 2.004 -2.148 3.911 0.3 -0.2 0.6 0.153
H 1.308 0.356 3.363 0.2 -0.1 0.1 0.205
H 2.124 0.092 4.954 -0.5 -0.3 0.1 0.218
H -0.259 -0.387 2.076 0.1 0.3 0.5 0.202
H 0.322 -0.987 -2.952 0.4 -0.1 -0.2 0.220
H -0.032 2.127 -3.626 -0.1 0.2 0.4 0.220
H -0.629 2.860 -5.048 -0.3 -0.1 -0.3 0.258
H -1.375 -0.322 3.555 0.0 0.4 -0.4 0.234
H -0.870 -1.837 2.860 0.2 0.0 0.0 0.220
```
Forces are in eV/Å.

=====

# C2H4N2O2

2 unconnected molecules or ions with the total composition C2H4N2O2 in a non-equilibrium geometry (ωB97M-V with the def2-TZVPD basis set, the OMol25 dataset).

Results
- Energy relative to the best compared isomer or geometry (same formula, charge and spin): 135.4 kcal/mol
- E: -338.4375 Ha
- Maximum force: 4.838 eV/A
- E_HOMO (spin up / spin down): -8.2 / -8.1 eV
- Net charge: 0
- Orbital gap (spin up / spin down): 8.66 / 8.10 eV

XYZ file:
```
10
Properties=species:S:1:pos:R:3:forces:R:3:nbo_charge:R:1
O -1.826 -0.753 -1.588 0.8 -0.8 0.5 -0.714
O 0.078 1.459 -0.926 0.4 -4.3 0.7 -0.509
N 1.570 0.964 1.948 -1.1 -0.3 -0.5 -0.321
N 1.671 -0.199 1.845 0.8 1.6 0.6 -0.025
C -0.681 -0.884 -0.709 -0.7 1.1 -1.6 -0.223
C 0.250 0.265 -0.675 -0.2 4.7 -0.9 0.513
H -0.067 -1.737 -0.942 -0.3 -0.6 -0.7 0.222
H 2.150 1.765 2.340 0.4 -1.3 0.1 0.353
H -2.228 0.126 -1.608 0.6 0.0 0.4 0.487
H -0.916 -1.006 0.314 -0.7 -0.2 1.4 0.217
```
Forces are in eV/Å.

=====

# C2HN3O2

A single C2HN3O2 molecule in a non-equilibrium geometry (ωB97M-V with the def2-TZVPD basis set, the OMol25 dataset).

Results
- Energy relative to the best compared isomer or geometry (same formula, charge and spin): 154.0 kcal/mol
- E: -391.3553 Ha
- Maximum force: 2.456 eV/A
- E_HOMO: -10.9 eV
- Net charge: 0
- Orbital gap: 9.95 eV

XYZ file:
```
8
Properties=species:S:1:pos:R:3:forces:R:3:nbo_charge:R:1
O -0.948 0.164 -1.507 0.3 0.2 0.1 -0.417
O 2.081 0.596 -1.149 0.1 0.2 0.0 -0.346
N 1.074 1.023 -0.617 -0.9 -0.5 -0.1 0.281
N -0.243 2.269 0.494 -1.1 -0.4 0.2 -0.415
N 0.954 2.124 -0.013 2.2 1.0 -0.3 -0.074
C -0.142 0.111 -0.649 -0.2 -1.0 -0.3 0.499
C -1.340 2.253 0.894 -0.4 0.3 0.3 0.305
H -0.075 -0.636 0.157 0.0 0.1 0.0 0.167
```
Forces are in eV/Å.

=====

# C33H24F4OP

2 unconnected molecules or ions with the total composition C33H24F4OP in a non-equilibrium geometry (ωB97M-V with the def2-TZVPD basis set, the OMol25 dataset).

Results
- E: -2087.6425 Ha
- Maximum force: 2.020 eV/A
- E_HOMO: -10.9 eV
- Net charge: +1
- Orbital gap: 5.01 eV

XYZ file:
```
63
Properties=species:S:1:pos:R:3:forces:R:3:nbo_charge:R:1
P -0.138 0.060 1.653 -0.3 0.1 -0.6 1.589
F -3.189 -1.609 -4.119 1.0 1.2 0.4 -0.312
F 4.392 3.031 -4.115 -0.6 -1.6 0.3 -0.307
F -2.163 3.032 -4.125 0.5 -1.6 0.3 -0.307
F 5.498 -1.579 -3.965 -1.1 1.2 0.3 -0.305
O 3.367 0.073 0.139 -1.6 -0.5 -0.5 -0.595
C 1.108 -0.278 -2.499 0.4 -0.6 -0.6 0.114
C -0.588 -0.026 4.386 0.1 -0.2 0.0 -0.122
C -2.711 0.728 -4.170 0.5 -0.4 0.3 -0.267
C 1.994 -0.866 5.039 -0.1 0.0 0.0 -0.203
C 4.027 1.730 -3.836 -0.1 1.1 -0.1 0.417
C -0.157 0.162 -2.995 -1.9 0.5 -0.3 -0.144
C -1.112 -0.868 -3.257 0.8 0.0 0.2 -0.177
C -2.777 0.979 1.766 0.2 0.3 0.1 -0.189
C 2.391 0.145 -2.971 1.3 0.4 0.0 -0.038
C -0.271 -0.341 5.708 0.1 0.0 -0.2 -0.224
C -1.993 3.651 2.103 0.0 -0.2 -0.1 -0.218
C -0.890 -2.648 1.909 -0.1 0.2 -0.2 -0.108
C -0.541 1.497 -3.293 0.1 -0.4 -0.1 -0.224
C -1.417 1.332 1.713 -0.3 0.1 0.0 -0.412
C 4.600 -0.561 -3.733 0.8 -0.7 -0.6 0.397
C 2.756 1.477 -3.320 0.1 -0.1 -0.1 -0.232
C -1.792 1.732 -3.856 -0.2 1.1 -0.1 0.422
C -1.024 2.675 1.851 -0.4 -0.1 0.2 -0.122
C 2.177 -0.285 0.197 1.7 0.1 0.3 0.321
C -3.345 3.300 2.188 0.2 -0.2 0.0 -0.177
C -3.732 1.967 2.020 0.1 0.0 -0.1 -0.204
C -0.876 -1.498 1.102 -0.1 -0.6 0.1 -0.425
C -1.442 -1.558 -0.182 0.1 -0.1 0.0 -0.201
C 1.073 0.566 0.510 -0.1 0.1 -0.7 -0.854
C 0.373 -0.189 3.371 0.3 0.2 0.5 -0.446
C 1.016 -0.777 6.036 -0.1 0.0 -0.3 -0.171
C 3.375 -0.871 -3.174 -0.5 0.0 0.6 -0.191
C -1.470 -3.827 1.433 0.0 -0.1 -0.1 -0.220
C 4.968 0.733 -4.106 -0.6 -0.4 0.5 -0.236
C -2.323 -0.570 -3.843 -0.8 -0.5 -0.5 0.383
C -1.991 -2.749 -0.659 0.1 0.1 0.2 -0.215
C -2.004 -3.893 0.145 0.1 0.3 0.2 -0.173
C 1.688 -0.557 3.709 -0.3 -0.1 0.0 -0.171
H -2.418 -2.790 -1.660 0.0 0.0 0.3 0.222
H 2.461 -0.589 2.936 -0.2 -0.1 0.3 0.239
H -4.099 4.062 2.391 0.3 -0.2 -0.1 0.233
H -1.036 -0.241 6.480 0.3 0.0 -0.2 0.231
H -3.674 0.923 -4.631 0.2 0.1 0.1 0.274
H -0.863 -1.905 -3.022 -0.1 0.3 -0.2 0.240
H 0.134 2.315 -3.063 -0.4 0.0 -0.1 0.239
H -2.435 -4.821 -0.235 0.1 0.3 0.2 0.234
H -1.688 4.689 2.243 -0.1 -0.3 -0.1 0.232
H 3.005 -1.180 5.306 -0.3 0.1 -0.1 0.234
H 2.054 2.289 -3.148 0.5 -0.1 -0.1 0.236
H -4.781 1.686 2.094 0.2 0.1 -0.1 0.231
H 1.081 -1.285 -2.061 0.1 0.4 -0.2 0.232
H -0.455 -2.620 2.910 -0.1 0.0 -0.3 0.228
H -1.578 0.359 4.134 0.2 -0.2 0.1 0.220
H 1.192 1.631 0.306 0.1 -0.1 0.6 0.258
H -1.504 -4.708 2.074 0.1 0.2 -0.2 0.233
H 5.941 0.937 -4.545 -0.2 0.1 0.1 0.275
H 0.033 2.948 1.786 -0.4 0.0 0.1 0.220
H -3.082 -0.060 1.626 0.1 0.3 0.1 0.232
H 1.252 -1.043 7.069 0.0 0.1 -0.4 0.233
H 3.133 -1.898 -2.903 0.3 0.2 -0.1 0.245
H -1.438 -0.669 -0.815 0.0 -0.2 0.3 0.225
H 1.907 -1.347 -0.031 0.2 0.1 0.4 0.101
```
Forces are in eV/Å.

=====

# C13H13N3O3

A single C13H13N3O3 molecule in a non-equilibrium geometry (ωB97M-V with the def2-TZVPD basis set, the OMol25 dataset).

Results
- Energy relative to the best compared isomer or geometry (same formula, charge and spin): 134.0 kcal/mol
- E: -893.0022 Ha
- Maximum force: 3.273 eV/A
- SMILES: Cc1cccc(/N=C/Cc2onc(C)c2[N+](=O)[O-])c1
- E_HOMO: -8.7 eV
- Net charge: 0
- Orbital gap: 8.12 eV

XYZ file:
```
32
Properties=species:S:1:pos:R:3:forces:R:3:nbo_charge:R:1
O 1.733 -0.413 3.413 -0.2 -2.9 -1.5 -0.291
O 1.266 -2.442 -0.131 0.1 -0.3 0.2 -0.364
O 1.116 -4.214 1.130 0.1 0.9 -0.2 -0.387
N 0.784 0.870 -0.703 1.2 -0.9 2.2 -0.401
N 1.326 -1.538 4.230 -0.5 0.7 0.2 -0.112
N 1.249 -3.000 0.953 -0.2 -1.1 -0.6 0.517
C -2.667 2.348 -1.118 1.6 -0.5 -1.4 -0.202
C 1.765 -0.895 2.127 1.2 1.2 0.7 0.413
C 0.467 -3.813 3.951 0.1 -0.2 0.0 -0.646
C 1.377 -2.202 2.103 0.0 1.3 0.6 -0.095
C 2.249 0.061 1.045 0.3 0.0 0.9 -0.516
C -0.373 1.430 -1.210 -1.6 0.6 -1.0 0.097
C -1.438 2.236 -3.263 0.3 -0.4 1.7 -0.010
C 1.071 -2.547 3.450 0.2 0.4 0.2 0.182
C -0.335 1.643 -2.588 -1.3 0.4 -0.1 -0.184
C 0.995 0.716 0.556 -0.4 0.6 -2.1 0.140
C -2.572 2.575 -2.522 -0.5 0.0 0.8 -0.211
C -1.360 2.463 -4.717 -0.1 1.1 -1.0 -0.635
C -1.567 1.750 -0.513 0.3 0.2 1.2 -0.227
H -1.793 1.630 -5.272 -0.1 0.1 -0.1 0.225
H 0.319 -3.807 5.014 0.0 0.3 0.5 0.238
H 1.056 -4.678 3.698 0.5 -0.2 -0.1 0.249
H 2.795 -0.480 0.260 -0.5 0.1 0.1 0.273
H -1.626 1.575 0.580 0.1 0.0 -0.8 0.201
H -3.448 2.994 -3.021 0.3 0.0 0.0 0.208
H 0.521 1.278 -3.145 0.1 0.2 0.1 0.222
H -1.837 3.432 -5.030 0.2 -1.0 0.3 0.220
H -0.486 -4.010 3.478 -0.3 0.3 -0.2 0.242
H -0.317 2.556 -5.010 0.1 -0.1 -0.1 0.218
H 2.972 0.829 1.447 -0.9 -0.8 0.0 0.255
H 0.282 1.038 1.321 0.1 0.0 0.0 0.160
H -3.525 2.615 -0.516 -0.1 0.0 -0.3 0.220
```
Forces are in eV/Å.

=====

# C2H2NO2

2 unconnected molecules or ions with the total composition C2H2NO2 in a non-equilibrium geometry (ωB97M-V with the def2-TZVPD basis set, the OMol25 dataset).

Results
- Energy relative to the best compared isomer or geometry (same formula, charge and spin): 2.3 kcal/mol
- E: -282.6876 Ha
- Maximum force: 3.049 eV/A
- E_HOMO: -4.5 eV
- Net charge: -1
- Orbital gap: 9.11 eV

XYZ file:
```
7
Properties=species:S:1:pos:R:3:forces:R:3:nbo_charge:R:1
O -2.502 -0.570 -0.157 -0.9 0.3 0.0 -0.744
O -0.899 0.999 0.163 0.6 1.4 0.3 -0.799
N 1.769 0.309 0.099 1.1 -0.8 -0.1 -0.719
C -1.365 -0.128 -0.059 1.6 -2.5 -0.4 0.657
C 2.686 -0.411 -0.009 -0.8 0.8 0.1 0.168
H -0.515 -0.952 -0.198 -0.9 0.8 0.1 -0.038
H 0.827 0.753 0.162 -0.7 0.1 0.0 0.476
```
Forces are in eV/Å.

=====

What is the E in the second record?
-907.1868 Ha